Computed, not measured: the ion C7H10NO with charge +1 at a distorted geometry, with wB97M-V/def2-TZVPD.

Output
* maximum force: 5.57 eV/A
* molecular weight: 124.16 g/mol
* energy relative to the best compared isomer or geometry (same formula, charge and spin): 344.6 kJ/mol

The geometry in ORCA input format:
```
! RIJCOSX wB97M-V def2-TZVPD def2/J DEFGRID3
* xyz 1 1
O -1.76902 -1.40965 1.31199
C 0.56179 -1.01821 -1.50785
N 0.11690 1.20332 -0.31240
C 2.41349 -1.70685 0.39642
H 3.13364 -0.96914 0.44300
H 2.18966 -2.22394 1.31720
H -3.05892 0.98662 1.11300
C -1.00834 1.81739 0.35153
C -2.25034 0.85688 0.33956
H 2.87865 -2.37913 -0.23696
H -0.91045 2.03954 1.39671
H 0.59179 -1.43447 -2.49172
H 1.10006 1.38785 0.17976
H -1.32703 2.70239 -0.28247
C 0.05479 -0.30735 -0.29398
C 1.27622 -1.15278 -0.39522
H 0.16032 1.39022 -1.25468
C -1.53704 -0.50366 0.62926
H -2.61618 0.72097 -0.70314
*
```

Atomic partial charges in e from the Löwdin method, atoms 1 to 6: number 1, O, carries 0.18; number 2, C, carries 0.13; number 3, N, carries 0.08; number 4, C, carries 0.01; number 5, H, carries 0.07; number 6, H, carries 0.10

Computed, not measured: the ion C7H10NO with charge +1 at a distorted geometry, with wB97M-V/def2-TZVPD.

Output
* maximum force: 3.52 eV/A
* molecular weight: 124.16 g/mol
* energy relative to the best compared isomer or geometry (same formula, charge and spin): 138.6 kJ/mol

The geometry in ORCA input format:
```
! RIJCOSX wB97M-V def2-TZVPD def2/J DEFGRID3
* xyz 1 1
C 1.78337 1.51321 0.39552
C 0.05241 0.60066 1.55833
H -1.27952 -0.97703 -2.24507
H -2.64473 -1.01827 -1.41286
C 0.73811 1.71148 1.38807
C -1.60639 -0.87816 -1.24148
H -0.91945 0.88214 -1.47622
O -1.26647 0.36625 -0.72370
H 1.93562 2.24624 -0.43805
H -0.87984 0.45053 2.21751
H 2.02564 -0.24835 -0.79927
N 1.44957 0.18611 -0.13288
H 0.69442 2.51810 2.04596
H 0.27976 -2.44813 0.97899
C -0.99526 -1.91232 -0.45221
H 2.74069 1.49362 1.09299
C 0.42406 -0.29172 0.48103
H -1.38908 -2.93540 -0.56502
C -0.09150 -1.63753 0.41344
*
```

Atomic partial charges in e from the Löwdin method, atoms 1 to 6: number 1, C, carries -0.10; number 2, C, carries 0.02; number 3, H, carries 0.13; number 4, H, carries 0.13; number 5, C, carries -0.03; number 6, C, carries -0.23

Computed, not measured: a cluster of 2 separate species, C7H10NOP in total at a distorted geometry, with wB97M-V/def2-TZVPD.

Output
* maximum force: 3.11 eV/A
* molecular weight: 155.14 g/mol
* energy relative to the best compared isomer or geometry (same formula, charge and spin): 447.3 kJ/mol

The geometry in ORCA input format:
```
! RIJCOSX wB97M-V def2-TZVPD def2/J DEFGRID3
* xyz 0 1
H -0.67893 1.05383 -1.29770
H 2.77507 -2.05933 -1.04929
P 2.32192 -0.17104 0.29157
H -3.39410 -1.24660 2.08639
O 3.01936 -0.74953 1.45080
C -0.65327 -0.11700 0.40303
C -1.33589 0.54374 -0.58537
H -3.09661 1.11610 -1.38825
C -2.70237 -0.86358 1.33405
N 2.56253 -0.98107 -1.21171
H 2.51446 1.44075 -1.41256
H -0.66042 -1.20412 2.12869
C 2.92756 1.51591 -0.30508
H 4.02038 1.56989 -0.04923
C -2.68587 0.40505 -0.75245
C -3.36263 -0.33407 0.26731
H 2.49027 2.28208 0.29959
C -1.31194 -0.70848 1.44633
H -4.43589 -0.60955 0.16823
H 1.68636 -0.88298 -1.82437
*
```

Atomic partial charges in e from the Löwdin method, atoms 1 to 6: number 1, H, carries 0.09; number 2, H, carries 0.10; number 3, P, carries 0.65; number 4, H, carries 0.11; number 5, O, carries -0.39; number 6, C, carries -0.06

Computed, not measured: a cluster of 2 separate species, C7H10NPS in total at a distorted geometry, with wB97M-V/def2-TZVPD.

Output
* maximum force: 1.63 eV/A
* molecular weight: 171.21 g/mol
* energy relative to the best compared isomer or geometry (same formula, charge and spin): 171.3 kJ/mol

The geometry in ORCA input format:
```
! RIJCOSX wB97M-V def2-TZVPD def2/J DEFGRID3
* xyz 0 1
H -0.36453 2.59125 1.24480
S 2.76066 1.06934 -0.10751
N -1.11674 -0.32759 -0.56345
H -1.76280 3.00799 0.21823
H -3.00074 0.36345 -1.04845
H 0.96528 0.55622 1.97137
H -0.55325 -2.35464 -0.39157
C -1.16313 2.19473 0.62221
H -2.97824 -1.21813 -0.24376
C 1.04300 -0.90273 -0.08740
H -1.78191 1.52753 1.21783
H 2.47069 -2.53285 0.36786
C -0.21869 -1.33277 -0.35395
P -0.37446 1.24221 -0.74953
C 3.29789 -0.56265 0.22103
H 4.34107 -0.71222 0.42085
C -2.47184 -0.58827 -0.97912
H -2.51421 -1.08343 -1.95406
C 2.31602 -1.48192 0.19484
C 1.10593 0.54449 -0.00025
*
```

Atomic partial charges in e from the Löwdin method, atoms 1 to 6: number 1, H, carries 0.02; number 2, S, carries 0.88; number 3, N, carries -0.36; number 4, H, carries 0.02; number 5, H, carries 0.07; number 6, H, carries 0.13

Computed, not measured: the ion C7H10NSe with charge +1 at a distorted geometry, with wB97M-V/def2-TZVPD.

Output
* maximum force: 4.24 eV/A
* molecular weight: 187.12 g/mol
* energy relative to the best compared isomer or geometry (same formula, charge and spin): 177.7 kJ/mol

The geometry in ORCA input format:
```
! RIJCOSX wB97M-V def2-TZVPD def2/J DEFGRID3
* xyz 1 1
Se -1.54298 0.39437 -1.87413
H 2.28957 -1.55484 -0.03732
H -1.40416 1.98203 1.72815
H -3.02365 -0.98307 -0.10897
C -1.79570 0.20006 0.94371
C 1.66070 -0.65426 0.06422
H 0.93959 1.93857 2.04329
H 1.84356 0.04800 -1.92939
C 0.07497 -0.85221 -1.90985
C 0.46273 1.12718 1.47838
H -0.05539 -1.79189 -1.19701
C 1.36466 0.01028 1.17978
C -2.27703 -0.18228 -0.21375
H 1.88112 -0.49490 1.93392
H -2.19752 -0.27791 1.71892
C -0.85902 1.22401 1.30215
N 1.19235 -0.05928 -1.21640
H 0.48467 -0.98705 -2.92090
H 0.96155 0.91318 -0.98478
*
```

Atomic partial charges in e from the Löwdin method, atoms 1 to 6: number 1, Se, carries 1.03; number 2, H, carries 0.15; number 3, H, carries 0.11; number 4, H, carries 0.09; number 5, C, carries -0.19; number 6, C, carries -0.05

Computed, not measured: a cluster of 2 separate species, C7H10O in total at a distorted geometry, with wB97M-V/def2-TZVPD.

Output
* maximum force: 1.36 eV/A
* molecular weight: 110.16 g/mol
* energy relative to the best compared isomer or geometry (same formula, charge and spin): 42.5 kJ/mol

The geometry in ORCA input format:
```
! RIJCOSX wB97M-V def2-TZVPD def2/J DEFGRID3
* xyz 0 1
O -1.46698 -1.82062 -5.92957
H 0.60240 -2.49220 2.17077
C 0.49012 1.95666 1.67660
C -0.58608 1.96853 0.78766
C 1.31036 -1.72782 1.86231
H 2.04841 -2.17065 1.18579
C 1.18310 0.77690 1.88144
C -0.33604 -0.43226 0.45967
H -1.62162 0.91622 -0.67477
H -1.19385 2.84943 0.62483
H -1.27851 -0.98374 -5.50017
C 0.75622 -0.44362 1.31277
H 0.98494 2.84567 2.05781
C -0.88162 0.80318 0.10926
H -0.88077 -1.35026 0.28726
H -2.37022 -1.78340 -6.26100
H 1.96040 0.65169 2.62697
H 1.92684 -1.52400 2.74322
*
```

Atomic partial charges in e from the Löwdin method, atoms 1 to 6: number 1, O, carries -0.06; number 2, H, carries 0.08; number 3, C, carries -0.09; number 4, C, carries -0.10; number 5, C, carries -0.06; number 6, H, carries 0.08